[1]
{"formula": "C30H68INO11S5", "method": "wB97M-V/def2-TZVPD", "species": ["C", "C", "C", "N", "C", "C", "C", "C", "C", "O", "C", "O", "C", "C", "C", "C", "O", "C", "O", "O", "C", "C", "O", "C", "C", "I", "C", "C", "H", "H", "H", "H", "H", "H", "H", "H", "H", "H", "H", "H", "H", "H", "H", "H", "H", "H", "H", "H", "H", "H", "H", "H", "H", "H", "H", "H", "H", "H", "H", "H", "H", "H", "H", "H", "H", "H", "C", "S", "O", "C", "H", "H", "H", "H", "H", "H", "C", "S", "O", "C", "H", "H", "H", "H", "H", "H", "C", "S", "O", "C", "H", "H", "H", "H", "H", "H", "C", "S", "O", "C", "H", "H", "H", "H", "H", "H", "C", "S", "O", "C", "H", "H", "H", "H", "H", "H"], "xyz": [[-0.066, 4.211, 4.010], [0.078, 2.694, 3.762], [-0.592, 2.330, 2.407], [0.114, 1.293, 1.655], [-0.456, -0.037, 1.689], [-1.069, -0.467, 3.050], [-2.629, -0.402, 3.089], [-3.197, -1.792, 2.730], [-4.498, -1.741, 1.955], [-5.553, -1.069, 2.671], [-6.305, -0.281, 1.879], [-5.892, 0.645, 1.336], [0.715, -1.034, 1.417], [1.544, -0.717, 0.158], [3.056, -0.755, 0.580], [3.909, -0.447, -0.672], [5.237, -0.993, -0.478], [6.199, -0.036, -0.410], [6.446, 0.621, -1.329], [-1.448, -0.294, 0.679], [-1.559, 0.687, -0.333], [-2.577, 0.240, -1.426], [-3.561, 1.238, -1.615], [-3.082, 2.368, -2.314], [-2.902, 3.616, -1.442], [-4.412, 3.813, 0.086], [-2.752, 4.922, -2.240], [-1.711, 5.801, -1.508], [-1.098, 4.500, 3.799], [0.282, 4.517, 4.995], [0.558, 4.725, 3.272], [-0.340, 2.130, 4.595], [1.143, 2.488, 3.621], [-1.660, 2.141, 2.509], [-0.509, 3.254, 1.813], [1.104, 1.288, 1.848], [-0.624, 0.026, 3.913], [-0.836, -1.530, 3.161], [-2.877, -0.218, 4.138], [-3.029, 0.395, 2.464], [-3.358, -2.343, 3.661], [-2.494, -2.359, 2.117], [-4.315, -1.290, 0.976], [-4.825, -2.772, 1.765], [-7.375, -0.513, 1.760], [1.346, -0.976, 2.315], [0.276, -2.029, 1.419], [1.394, -1.513, -0.575], [1.390, 0.278, -0.257], [3.144, 0.045, 1.324], [3.328, -1.701, 1.046], [3.418, -0.946, -1.505], [3.928, 0.633, -0.806], [6.745, 0.067, 0.537], [-2.006, 1.577, 0.118], [-0.622, 0.926, -0.839], [-3.015, -0.699, -1.087], [-2.015, 0.075, -2.353], [-2.186, 2.149, -2.907], [-3.862, 2.608, -3.052], [-1.971, 3.484, -0.888], [-3.668, 5.509, -2.229], [-2.384, 4.739, -3.253], [-1.866, 5.752, -0.429], [-0.689, 5.455, -1.689], [-1.771, 6.846, -1.817], [11.101, 2.865, -2.256], [9.746, 3.428, -1.213], [10.347, 4.123, -0.045], [9.247, 1.791, -0.663], [11.590, 3.741, -2.679], [11.816, 2.299, -1.658], [10.705, 2.245, -3.061], [10.085, 1.297, -0.169], [8.912, 1.206, -1.518], [8.426, 1.905, 0.040], [-7.455, 7.225, -1.609], [-7.005, 8.372, -0.297], [-5.668, 7.966, 0.200], [-8.219, 7.779, 0.891], [-6.785, 7.393, -2.451], [-7.347, 6.199, -1.255], [-8.483, 7.413, -1.920], [-8.062, 6.717, 1.080], [-9.223, 7.950, 0.501], [-8.089, 8.338, 1.816], [3.267, -4.968, 0.396], [1.692, -5.505, 1.086], [0.994, -4.285, 1.582], [2.390, -6.340, 2.516], [3.061, -4.384, -0.501], [3.800, -4.351, 1.120], [3.863, -5.842, 0.132], [2.980, -5.636, 3.104], [3.011, -7.171, 2.181], [1.568, -6.722, 3.118], [3.102, -2.264, -4.362], [1.341, -2.510, -4.626], [0.758, -2.917, -3.321], [1.495, -3.990, -5.637], [3.230, -1.397, -3.717], [3.530, -3.144, -3.879], [3.598, -2.082, -5.316], [2.026, -4.764, -5.081], [2.032, -3.748, -6.555], [0.494, -4.338, -5.883], [-1.310, -8.706, -1.610], [-0.880, -7.714, -0.172], [0.394, -8.261, 0.369], [-2.205, -8.326, 0.878], [-0.576, -8.509, -2.389], [-1.291, -9.764, -1.348], [-2.301, -8.420, -1.964], [-2.128, -9.409, 0.977], [-3.167, -8.053, 0.445], [-2.103, -7.861, 1.857]], "forces_ev_per_angstrom": [[0.189, -0.523, -0.551], [-0.321, 0.590, -0.580], [1.097, 0.996, 0.013], [-1.479, -0.153, 0.100], [1.637, -1.235, 0.371], [-1.114, -0.281, -0.569], [1.011, -0.594, 0.634], [-0.606, 0.651, 0.122], [0.591, -0.753, -0.182], [-0.197, -0.831, -0.020], [-1.679, -2.164, 1.544], [1.789, 3.670, -2.353], [-0.788, 1.129, 0.187], [1.352, -1.116, 1.112], [-0.863, 0.729, -1.033], [-0.695, -0.730, 1.366], [-0.006, 0.324, 0.860], [-0.823, -2.138, 1.663], [0.986, 2.678, -2.900], [0.230, 0.379, -0.272], [-0.972, 0.055, -0.374], [1.046, 0.175, 0.913], [0.293, -0.459, -0.349], [-1.657, 0.466, -0.307], [0.747, -0.265, -0.294], [0.249, -0.090, -0.290], [0.717, 0.494, 1.114], [0.086, -0.047, -0.138], [0.026, 0.210, 0.415], [-0.291, 0.005, 0.063], [-0.084, 0.083, 0.068], [0.221, -0.149, -0.013], [-0.013, -0.268, 0.426], [0.064, -0.322, -0.036], [-0.230, -0.109, -0.020], [-0.072, -0.067, 0.095], [0.151, 0.288, -0.264], [0.171, 0.085, 0.171], [-0.342, 0.315, -0.160], [-0.078, -0.070, 0.002], [0.069, -0.126, -0.116], [0.004, 0.036, -0.038], [-0.140, 0.349, 0.187], [-0.142, 0.120, 0.068], [-0.017, -0.636, 0.649], [0.062, -0.106, -0.115], [0.225, -0.064, -0.306], [-0.203, 0.330, -0.261], [-0.457, -0.131, -0.103], [0.451, -0.156, 0.069], [-0.021, -0.053, -0.150], [0.359, 0.064, -0.267], [0.221, -0.053, -0.409], [-0.132, -0.503, 0.262], [0.300, 0.212, -0.123], [0.187, 0.035, 0.410], [-0.382, 0.171, -0.200], [-0.264, -0.197, -0.075], [0.217, 0.060, 0.321], [0.068, -0.006, 0.037], [-0.156, 0.012, 0.262], [-0.241, -0.342, -0.469], [-0.340, -0.119, -0.080], [-0.149, 0.136, -0.043], [-0.082, -0.040, -0.075], [0.005, -0.055, 0.008], [0.107, -0.085, -0.041], [-0.081, 0.012, -0.026], [0.052, -0.065, -0.006], [0.198, -0.158, 0.048], [-0.059, 0.035, 0.043], [-0.036, 0.028, 0.052], [-0.033, 0.025, 0.009], [0.052, 0.109, 0.000], [-0.063, 0.059, -0.003], [-0.010, 0.106, -0.052], [-0.068, -0.137, -0.039], [-0.055, 0.053, -0.049], [0.019, -0.032, 0.015], [-0.090, -0.101, 0.057], [0.029, 0.058, 0.053], [0.055, 0.031, 0.050], [0.013, 0.038, 0.008], [0.065, 0.013, -0.037], [0.019, 0.028, -0.015], [0.058, 0.036, -0.048], [0.144, 0.097, 0.067], [-0.091, 0.037, -0.265], [0.148, 0.047, 0.171], [0.109, 0.006, 0.115], [-0.097, -0.020, 0.021], [-0.038, -0.006, 0.021], [-0.041, -0.018, -0.003], [-0.034, 0.054, -0.047], [-0.065, -0.019, -0.043], [-0.044, 0.003, -0.087], [0.159, -0.100, -0.022], [-0.067, 0.150, -0.050], [0.097, -0.075, 0.006], [0.094, -0.130, -0.004], [-0.077, 0.016, -0.033], [-0.067, -0.015, 0.019], [-0.045, 0.025, -0.009], [-0.010, 0.039, 0.049], [-0.019, 0.038, 0.010], [-0.019, 0.074, 0.043], [-0.049, -0.118, -0.060], [0.033, 0.102, -0.007], [-0.106, -0.256, 0.019], [-0.081, -0.101, 0.046], [0.023, 0.058, 0.058], [0.031, 0.026, 0.057], [0.015, 0.040, 0.012], [0.062, 0.013, -0.031], [0.022, 0.038, -0.007], [0.056, 0.048, -0.045]], "lowdin_charge": [-0.113, -0.231, -0.209, 0.015, -0.478, -0.094, -0.159, -0.169, -0.184, -0.028, -0.393, 0.103, -0.116, -0.162, -0.159, -0.162, -0.045, -0.373, 0.118, -0.079, -0.159, -0.154, -0.194, -0.283, -0.710, 0.896, -0.307, -0.121, 0.074, 0.066, 0.071, 0.094, 0.100, 0.114, 0.108, 0.107, 0.103, 0.106, 0.111, 0.103, 0.119, 0.116, 0.116, 0.123, 0.145, 0.122, 0.090, 0.111, 0.101, 0.107, 0.107, 0.100, 0.128, 0.148, 0.093, 0.114, 0.122, 0.118, 0.132, 0.125, 0.055, 0.077, 0.108, 0.057, 0.072, 0.070, -0.276, 0.806, -0.554, -0.285, 0.048, 0.056, 0.052, 0.061, 0.044, 0.039, -0.273, 0.788, -0.561, -0.273, 0.048, 0.049, 0.051, 0.057, 0.051, 0.048, -0.259, 0.799, -0.550, -0.259, 0.044, 0.052, 0.054, 0.056, 0.056, 0.051, -0.268, 0.797, -0.556, -0.273, 0.032, 0.059, 0.055, 0.057, 0.052, 0.049, -0.269, 0.791, -0.582, -0.266, 0.049, 0.057, 0.053, 0.058, 0.053, 0.051], "homo_lumo_gap_ev": 8.865, "homo_ev": -8.4571, "lumo_energy_ev": 0.41}

---

[2]
{"formula": "C31H44N6O3PPdS5", "method": "wB97M-V/def2-TZVPD", "species": ["Pd", "S", "C", "S", "C", "C", "N", "C", "N", "C", "C", "S", "C", "C", "S", "C", "C", "S", "H", "H", "H", "H", "H", "H", "H", "H", "H", "H", "H", "H", "C", "N", "C", "P", "O", "N", "C", "C", "N", "C", "C", "H", "H", "H", "H", "H", "H", "H", "H", "H", "H", "H", "H", "H", "H", "H", "H", "H", "H", "C", "C", "C", "C", "C", "C", "N", "C", "C", "C", "C", "C", "C", "C", "O", "O", "C", "C", "H", "H", "H", "H", "H", "H", "H", "H", "H", "H", "H", "H", "H", "H"], "xyz": [[1.415, 0.259, -0.996], [2.341, 0.992, 1.194], [3.708, 0.043, 0.795], [3.864, -0.422, -0.830], [4.658, -0.331, 1.773], [5.686, -1.255, 1.473], [6.490, -2.042, 1.222], [4.589, 0.186, 3.089], [4.534, 0.620, 4.155], [4.133, 1.790, -4.659], [2.953, 0.910, -5.075], [1.726, 0.351, -3.824], [0.392, 1.577, -3.961], [0.661, 2.920, -3.304], [1.317, 2.827, -1.605], [3.143, 2.834, -1.809], [3.795, 3.886, -2.688], [3.766, 3.572, -4.494], [4.868, 1.750, -5.464], [4.619, 1.431, -3.752], [3.356, -0.033, -5.450], [2.390, 1.381, -5.880], [-0.451, 1.079, -3.489], [0.159, 1.717, -5.018], [-0.266, 3.491, -3.226], [1.368, 3.498, -3.883], [3.448, 1.848, -2.131], [3.478, 2.971, -0.779], [4.845, 3.960, -2.405], [3.338, 4.869, -2.572], [3.343, -4.059, 0.259], [2.191, -3.951, 1.149], [1.946, -5.132, 1.960], [0.983, -2.853, 0.854], [1.392, -1.933, -0.240], [0.647, -2.170, 2.320], [1.377, -2.360, 3.558], [-0.505, -1.283, 2.408], [-0.454, -3.584, 0.420], [-1.258, -4.350, 1.352], [-0.673, -3.909, -0.983], [4.273, -4.003, 0.829], [3.329, -3.248, -0.464], [3.327, -5.013, -0.277], [2.824, -5.341, 2.578], [1.756, -6.014, 1.337], [1.092, -4.978, 2.617], [2.302, -2.901, 3.376], [0.778, -2.908, 4.294], [1.631, -1.389, 3.989], [-0.839, -1.010, 1.410], [-0.225, -0.370, 2.936], [-1.334, -1.755, 2.950], [-1.059, -4.027, 2.373], [-1.068, -5.427, 1.276], [-2.318, -4.184, 1.140], [-0.098, -3.233, -1.609], [-1.734, -3.786, -1.218], [-0.390, -4.943, -1.214], [-2.798, 4.845, 3.748], [-3.511, 3.685, 3.108], [-4.692, 3.205, 3.680], [-5.375, 2.113, 3.151], [-4.899, 1.486, 2.026], [-3.730, 1.970, 1.412], [-3.176, 1.365, 0.318], [-3.691, 0.491, -0.595], [-5.070, 0.352, -0.833], [-5.524, -0.555, -1.764], [-4.624, -1.329, -2.494], [-3.258, -1.156, -2.312], [-2.773, -0.253, -1.382], [-1.286, -0.076, -1.266], [-0.534, -0.711, -2.021], [-0.825, 0.760, -0.416], [-3.022, 3.078, 1.956], [-1.788, 3.577, 1.253], [-3.269, 5.105, 4.693], [-2.823, 5.726, 3.105], [-1.753, 4.603, 3.945], [-5.077, 3.688, 4.569], [-6.265, 1.743, 3.640], [-5.381, 0.596, 1.649], [-2.134, 1.429, 0.225], [-5.770, 0.994, -0.316], [-6.587, -0.652, -1.939], [-4.988, -2.045, -3.218], [-2.539, -1.712, -2.898], [-1.997, 3.758, 0.197], [-0.972, 2.851, 1.310], [-1.433, 4.506, 1.686]], "forces_ev_per_angstrom": [[0.596, 0.207, 1.042], [0.166, -0.432, 0.038], [-0.814, 0.580, -0.966], [-0.003, -0.037, 0.489], [0.394, -0.169, 0.294], [0.061, -0.085, -0.068], [0.000, 0.042, 0.041], [-0.034, 0.015, 0.037], [-0.012, -0.033, 0.012], [-0.210, 0.311, 0.018], [-0.034, -0.118, 0.318], [-0.034, 0.214, -0.586], [0.312, -0.154, -0.036], [-0.085, -0.018, 0.273], [0.481, -0.378, -0.239], [-0.210, 0.348, -0.018], [-0.044, -0.165, -0.312], [-0.059, -0.095, 0.091], [0.060, -0.088, 0.047], [0.042, -0.059, -0.040], [-0.016, 0.023, -0.087], [0.015, -0.031, -0.044], [-0.039, -0.018, -0.054], [-0.027, 0.017, 0.006], [0.013, -0.021, 0.013], [0.050, 0.134, -0.109], [-0.010, -0.090, 0.034], [0.027, -0.050, 0.016], [-0.031, 0.065, 0.126], [0.035, 0.013, 0.036], [0.066, 0.013, 0.046], [-0.171, 0.320, -0.189], [0.043, 0.031, -0.021], [-0.168, -0.457, 0.419], [0.050, 0.286, -0.193], [-0.061, -0.150, -0.296], [0.094, 0.105, -0.015], [-0.006, -0.110, 0.047], [0.267, 0.339, 0.022], [-0.044, 0.023, -0.004], [0.003, -0.045, -0.011], [0.013, -0.039, 0.009], [0.014, -0.028, 0.014], [-0.026, 0.024, -0.017], [-0.043, -0.005, 0.032], [-0.029, 0.021, 0.007], [0.036, -0.038, 0.025], [-0.034, -0.015, 0.008], [0.006, -0.029, -0.010], [0.020, 0.029, 0.001], [-0.036, 0.022, 0.023], [0.045, 0.055, -0.004], [0.008, 0.033, -0.009], [-0.030, -0.060, -0.020], [0.009, 0.013, 0.022], [0.002, -0.009, 0.018], [-0.034, 0.020, -0.010], [0.016, -0.018, -0.011], [-0.028, 0.000, 0.033], [-0.039, -0.029, -0.042], [-0.020, 0.006, 0.011], [0.056, 0.004, -0.047], [-0.054, -0.051, -0.015], [-0.150, -0.063, 0.032], [-0.056, 0.014, -0.039], [0.075, 0.169, 0.452], [-0.189, -0.259, -0.271], [-0.041, 0.138, 0.109], [-0.025, -0.085, -0.067], [-0.022, 0.057, 0.060], [0.003, 0.053, 0.043], [-0.057, -0.002, 0.032], [0.533, -0.145, -0.196], [-0.711, -0.045, -0.140], [-0.220, -0.028, 0.013], [0.076, -0.011, -0.036], [-0.068, -0.041, 0.049], [0.007, 0.021, 0.002], [0.022, 0.008, 0.020], [0.000, 0.031, 0.020], [0.016, -0.005, 0.012], [0.008, 0.000, 0.006], [0.044, 0.021, 0.087], [0.122, 0.002, -0.261], [0.014, -0.027, -0.080], [0.004, 0.009, -0.002], [-0.001, 0.013, -0.012], [0.023, -0.013, 0.018], [0.064, 0.000, -0.009], [0.003, 0.005, -0.029], [0.007, -0.006, -0.006]], "mulliken_spin": [1.159, 0.354, 0.014, 0.504, 0.272, -0.043, 0.212, -0.044, 0.214, 0.000, 0.006, 0.022, 0.008, -0.002, 0.158, -0.029, 0.004, 0.000, 0.000, 0.002, 0.000, 0.000, -0.005, -0.001, -0.002, 0.003, 0.026, -0.002, 0.002, -0.003, 0.007, 0.002, 0.000, 0.059, 0.040, 0.002, 0.001, -0.012, -0.001, 0.000, 0.000, -0.003, -0.002, 0.001, 0.001, 0.000, 0.000, 0.001, 0.000, -0.004, 0.008, 0.001, -0.001, 0.000, 0.000, 0.000, -0.001, 0.001, 0.000, 0.003, -0.059, 0.183, -0.049, 0.159, 0.064, 0.395, 0.027, 0.147, -0.055, 0.147, -0.084, 0.083, 0.012, 0.041, 0.059, 0.096, -0.008, -0.001, -0.003, -0.003, 0.005, 0.000, 0.000, -0.110, 0.001, 0.000, 0.004, 0.003, 0.005, 0.008, 0.002], "charge": 1, "homo_lumo_gap_ev": [7.934, 4.820], "multiplicity": 5, "homo_ev": [-10.2651, -10.5868], "lumo_energy_ev": [-2.33, -5.77]}